No. 1
# C10H16NS

The ion C10H16NS with charge +1 at a distorted geometry (ωB97M-V/def2-TZVPD, OMol25).

Each line ends with the Mulliken charge.
Positions of all 28 atoms, in Å:
H -3.0990 -1.0456 -0.7384  0.393
H 0.9096 -1.6746 2.9056  0.388
H 1.5047 -1.0022 0.6322  0.521
C 1.1221 1.2507 -0.5548  0.242
H -0.0954 -0.1495 2.9893  0.340
C -0.5359 -1.6618 0.6578  -1.043
C -2.4823 -0.2305 -0.3647  -1.770
S 2.6044 0.5179 -1.0444  -0.062
H -1.2619 -0.1845 -2.3441  0.319
H 1.7309 0.0448 2.6624  0.317
C 3.2326 2.1073 -1.5620  -0.508
C -0.9658 -0.6830 -0.3634  1.457
C -0.0071 0.3652 0.3169  -0.535
H 2.5640 4.1364 -1.0433  0.453
H -2.6900 0.6620 -0.9193  0.485
H -0.9122 -2.0540 -2.1566  0.374
H 0.5231 3.2121 -0.0999  0.448
C 0.7982 -0.6609 2.4814  -0.949
C -0.6686 -1.0379 -1.8234  -1.069
H -1.3413 -1.7873 1.3585  0.435
H 4.2109 2.0274 -1.9893  0.458
H -0.2899 -2.6240 0.3592  0.280
N 0.6013 -0.8008 1.0263  0.173
C 1.2582 2.6160 -0.5619  -0.754
H 0.4605 -0.6907 -2.0359  0.234
H -2.6535 -0.1078 0.6996  0.476
H -0.5426 1.1115 0.9410  0.394
C 2.4890 3.0805 -1.0695  -0.498

gap between HOMO and LUMO = 9.77 eV
electronic energy = -843.24289 Eh
LUMO energy = -2.8 eV
HOMO energy = -12.59 eV
molar mass = 182.31 g mol⁻¹
net charge = +1

---

No. 2
# C10H16O

A cluster of 2 separate species, C10H16O in total at a distorted geometry (ωB97M-V/def2-TZVPD, OMol25).

Each line ends with the Mulliken charge.
Positions of all 27 atoms, in Å:
H -3.9333 0.3626 2.3818  0.317
H -2.2863 0.4532 2.7014  0.384
C 0.9161 -0.8679 -0.8750  -0.466
H -0.3626 4.9314 -1.7231  0.250
C 0.8869 -1.9894 1.2870  -0.811
H 1.2089 -2.7702 1.9484  0.386
H -0.8646 -1.6223 2.4127  0.214
C 1.4343 3.7531 -1.6710  -0.801
H 3.2070 -1.7772 -0.7728  0.295
H 0.0960 4.3103 -3.4161  0.287
H -2.3725 0.9148 0.4274  0.249
H -3.1952 -0.6545 0.0639  0.344
C 0.0939 4.0982 -2.3175  -0.767
H 2.1362 4.5865 -1.8375  0.295
H 1.3893 -0.7833 -1.8327  0.320
C -2.4861 -0.1642 0.7161  -0.255
O 2.7723 -2.2105 -0.0296  -0.507
C -2.9898 -0.1990 2.1644  -1.328
H -0.9115 -0.1991 -1.6788  0.361
H 1.4684 3.6314 -0.6036  0.297
C -1.0422 -0.7181 0.4737  0.352
H 1.8247 2.8781 -2.1856  0.224
H -2.7929 -1.0820 2.7777  0.320
C -0.4328 -0.6187 -0.7767  -0.880
C -0.4245 -1.4755 1.4358  -0.022
H -0.5819 3.2522 -2.3418  0.217
C 1.5685 -1.6036 0.1674  0.728

gap between HOMO and LUMO = 9.17 eV
electronic energy = -465.83096 Eh
LUMO energy = 0.8 eV
HOMO energy = -8.37 eV
molar mass = 152.24 g mol⁻¹

---

No. 3
# C10H16O

A cluster of 2 separate species, C10H16O in total at a distorted geometry (ωB97M-V/def2-TZVPD, OMol25).

Each line ends with the Mulliken charge.
Positions of all 27 atoms, in Å:
C -0.1813 2.4849 2.6829  0.235
C 1.3919 -1.4767 -0.6590  -0.391
H -2.3188 2.1915 2.3064  0.311
H 0.8039 0.8198 3.4965  0.298
H 0.5206 3.2559 3.0243  0.297
C 2.5099 0.7654 -0.7827  -1.464
H -0.1105 1.6727 4.7243  0.312
H 0.0852 1.4206 -1.6506  0.375
C 1.3424 -0.1411 -1.0194  0.528
C -0.8134 -1.8390 -1.4797  0.532
H -1.8783 -0.0541 -2.1065  0.347
H 2.2355 -1.8363 -0.0805  0.318
H 3.0514 0.8436 -1.7287  0.343
H 0.3676 2.2269 1.7854  -0.127
H -2.5711 -2.6605 -1.5609  0.327
H -0.9052 0.5694 3.5473  0.326
C 0.1265 0.3426 -1.5174  -0.390
H 3.2375 0.4511 -0.0287  0.359
C 0.3619 -2.3694 -0.9644  -0.499
C -0.1429 1.3338 3.6899  -1.109
H 2.2537 1.7261 -0.3565  0.330
O -1.7171 -2.7615 -1.9965  -0.533
H -1.6964 3.4151 1.3120  0.346
C -1.5633 2.9829 2.3017  -1.179
C -0.9598 -0.4818 -1.7259  -0.523
H 0.5393 -3.4164 -1.1861  0.336
H -1.8517 3.7558 3.0237  0.296

gap between HOMO and LUMO = 9.55 eV
electronic energy = -465.84048 Eh
LUMO energy = 0.8 eV
HOMO energy = -8.73 eV
molar mass = 152.24 g mol⁻¹

---

No. 4
# C10H16O

A cluster of 2 separate species, C10H16O in total at a distorted geometry (ωB97M-V/def2-TZVPD, OMol25).

Each line ends with the Mulliken charge.
Positions of all 27 atoms, in Å:
C 1.8558 -0.0738 1.9561  -0.754
C 2.0116 -1.9192 -0.1410  -0.201
H -1.1392 2.3279 0.3698  0.334
H 1.8805 0.4486 2.8973  0.422
H -3.5078 2.4642 -1.7708  0.329
C 2.7150 0.1380 0.8830  -0.358
H -1.3015 -0.6584 -1.4908  0.267
H -2.0603 2.5902 -2.8541  0.359
H -0.4080 -2.1151 3.3268  0.336
H 3.2511 1.0813 0.7960  0.342
H -1.1127 -1.1541 2.1219  0.280
O -0.9941 2.3817 -0.5745  -0.588
C -2.7046 1.9190 -2.2708  -1.468
H -0.3185 -0.3840 3.5147  0.357
C 1.1081 -2.1176 0.8796  -0.523
H 3.4574 -0.6295 -1.0019  0.361
C 2.8930 -0.8326 -0.0994  -0.557
C -1.7589 1.3693 -1.1977  0.604
H 0.5658 -3.0624 0.8344  0.347
C 0.8970 -1.1100 1.8125  0.930
C -0.8700 0.2953 -1.8399  -1.049
H -0.9161 0.1927 -2.9249  0.355
H -3.0795 1.2119 -2.9991  0.370
H -2.3933 0.8730 -0.4363  0.275
H 2.0026 -2.4573 -1.0822  0.378
C -0.2329 -1.1791 2.7794  -1.366
H 0.1594 0.3997 -1.4882  0.220

gap between HOMO and LUMO = 9.65 eV
electronic energy = -465.82936 Eh
LUMO energy = 0.7 eV
HOMO energy = -8.90 eV
molar mass = 152.24 g mol⁻¹

---

No. 5
# C10H16O

A cluster of 2 separate species, C10H16O in total at a distorted geometry (ωB97M-V/def2-TZVPD, OMol25).

Each line ends with the Mulliken charge.
Positions of all 27 atoms, in Å:
H -0.6747 -3.4597 -0.3755  0.395
C -1.1079 -2.8516 -1.1571  -1.317
H -0.5672 4.0693 2.2327  0.290
C -1.4063 2.0926 2.7858  -0.216
C 2.1944 -0.3316 -2.0594  0.812
H -1.8929 3.4702 1.2698  0.203
C -1.0358 0.6997 2.4369  -0.743
H 1.9598 -1.0689 -4.0410  0.366
H -1.8231 -0.0495 2.6071  0.318
H -0.0924 0.4604 3.0075  0.291
H 2.2657 0.1015 -0.0080  0.119
C 1.6326 -0.3776 -0.7528  -0.283
O 3.4471 0.1752 -2.1606  -0.550
H -0.3052 -1.7885 -3.6926  0.367
H -0.9246 -3.6549 -1.8766  0.378
H -2.5349 2.2815 2.9039  0.259
C 1.5053 -0.9759 -3.0545  -0.455
H -0.6323 0.5466 1.4139  -0.065
C -0.9361 3.1420 1.8034  -0.918
C 0.2722 -1.5667 -2.7847  -0.420
H -2.1035 -2.6419 -0.8387  0.320
H -0.2416 2.6895 1.0860  0.272
H 3.7532 0.4458 -1.2726  0.295
H 0.0518 -1.0425 0.6095  0.597
C -0.1712 -1.7426 -1.5012  0.293
H -1.0736 2.3787 3.8251  0.261
C 0.4411 -1.0010 -0.4061  -0.868

gap between HOMO and LUMO = 9.06 eV
electronic energy = -465.80814 Eh
LUMO energy = 0.8 eV
HOMO energy = -8.24 eV
molar mass = 152.24 g mol⁻¹

---

No. 6
# C10H16O

An isolated molecule of C10H16O at a distorted geometry (ωB97M-V/def2-TZVPD, OMol25).

Each line ends with the Mulliken charge.
Positions of all 27 atoms, in Å:
H 0.2209 -2.5830 0.8754  0.374
C 2.5181 -0.0930 -0.0191  0.052
H -3.0529 1.8609 0.3060  0.319
C -2.3200 1.5317 -0.4412  -0.608
H 0.4775 1.1398 1.5346  0.405
C -0.4408 0.8102 1.0439  -1.108
C -0.9107 1.8612 0.0438  -0.737
C -2.5186 0.0660 -0.6759  -1.020
H -2.6752 -2.3694 -0.9734  0.346
C 0.0234 -1.6348 1.3684  -1.854
H -3.4914 -0.2166 -1.0671  0.265
C 3.6594 -0.0682 -0.9728  -1.256
C -0.1847 -0.5257 0.3273  1.510
H 3.3202 -0.2107 -1.9965  0.328
H 1.1298 -0.5785 -1.4877  0.193
C -1.6409 -0.8780 -0.3810  0.557
H 4.1920 0.8792 -0.9053  0.315
H -2.5397 2.0798 -1.3619  0.379
H 2.7451 0.1166 1.0163  0.386
C 1.2369 -0.3810 -0.4246  -0.600
H -0.8592 -1.7481 1.9958  0.452
H 4.3656 -0.8630 -0.7264  0.299
O -1.7976 -2.2081 -0.6046  -0.503
H 0.8726 -1.3921 2.0043  0.390
H -0.9075 2.8512 0.5072  0.331
H -1.2066 0.6755 1.8116  0.462
H -0.2155 1.8783 -0.7970  0.321

gap between HOMO and LUMO = 9.44 eV
electronic energy = -465.81606 Eh
LUMO energy = 0.9 eV
HOMO energy = -8.57 eV
molar mass = 152.24 g mol⁻¹

---

No. 7
# C10H16O

A cluster of 2 separate species, C10H16O in total at a distorted geometry (ωB97M-V/def2-TZVPD, OMol25).

Each line ends with the Mulliken charge.
Positions of all 27 atoms, in Å:
H -1.0263 -2.4452 -0.2433  0.333
H 1.4574 -1.0898 -2.2402  0.285
H -3.5856 -2.7111 0.9558  0.268
O 1.6102 0.5449 1.7295  -0.516
C -0.7003 0.4581 2.3018  -0.777
C 1.9536 -0.2019 -2.5090  -1.376
H 1.6288 1.3389 2.1324  0.266
C 0.3079 -1.0457 0.6395  -0.756
H -3.8046 -1.4991 -0.1767  0.369
H 2.2227 -0.1424 -3.5445  0.406
C -3.4422 -1.5858 0.7836  -1.247
H 1.2401 -1.3317 0.2401  0.564
H -4.0471 -0.8660 1.3098  0.340
H 0.3219 0.8228 -1.4328  0.111
H -2.7953 0.4629 2.3407  0.333
C -0.9443 -1.5076 0.3282  -0.279
C -2.1231 -1.0021 0.9740  0.470
H -0.5962 1.1972 3.1320  0.264
H 0.8905 1.6463 -2.8347  0.376
H 1.4938 2.6871 -0.5764  0.287
H 2.3175 1.2212 -0.1203  0.275
H 2.9195 -0.1933 -2.2065  0.441
H 2.9255 2.2934 -1.4933  0.459
C 2.1061 1.8514 -1.0056  -1.227
C 0.3673 0.0497 1.5424  0.788
C 1.2501 1.0436 -1.9588  0.017
C -1.9478 0.0039 1.9323  -0.473

gap between HOMO and LUMO = 9.14 eV
electronic energy = -465.81420 Eh
LUMO energy = 0.9 eV
HOMO energy = -8.25 eV
molar mass = 152.24 g mol⁻¹

---

No. 8
# C10H16O

A cluster of 2 separate species, C10H16O in total at a distorted geometry (ωB97M-V/def2-TZVPD, OMol25).

Each line ends with the Mulliken charge.
Positions of all 27 atoms, in Å:
C 0.4551 -0.7425 -1.6106  -0.794
C 2.1223 2.0464 0.3063  -0.166
H 2.0440 -2.2393 -2.7236  0.290
H -0.3544 0.9217 -0.8412  0.547
C -0.2842 -2.8761 -0.7248  -0.727
H -3.4895 1.7998 0.8243  0.370
C 0.5213 -2.1275 -1.5590  1.013
H 1.8361 1.5927 2.4178  0.287
H -1.8561 -2.7312 0.7357  0.352
H -0.4097 -3.9428 -0.6817  0.391
H -1.7488 1.9124 0.4226  0.240
H -3.3076 -0.6660 0.8496  0.404
H 1.0697 1.7967 0.1946  -0.228
C -0.4401 -0.1231 -0.7548  -0.326
C -2.4102 -0.1061 0.8704  -0.386
H 3.2916 2.2430 2.1230  0.335
O 1.4667 -2.8491 -2.2619  -0.521
H 2.9844 0.5280 1.6463  0.282
C -1.1747 -2.1785 0.0947  -0.454
H 2.1564 3.1113 0.0861  0.371
C -1.3313 -0.8039 0.0653  -0.057
H -2.0449 0.0170 1.8938  0.248
C -2.6501 1.3088 0.3321  -1.219
H -2.9435 1.2626 -0.7205  0.341
C 2.6153 1.5479 1.6478  -0.993
H 2.5911 1.5545 -0.5352  0.243
H 1.2913 -0.2567 -2.0971  0.158

gap between HOMO and LUMO = 9.26 eV
electronic energy = -465.84832 Eh
LUMO energy = 0.8 eV
HOMO energy = -8.41 eV
molar mass = 152.24 g mol⁻¹

---

> What is the HOMO energy in the first record?

-12.59 eV